ORCA calculation (ωB97M-V with the def2-TZVPD basis set) on a single C6H5F molecule in a non-equilibrium geometry.

The value obtained for the maximum force is 6.252 eV/Å. As for the energy above the lowest of the compared OMol25 structures with the same formula, charge and spin: 420.0 kJ/mol.

Positions of all 12 atoms, in Å:
C  -3.9207  -0.5845  -0.0484
C  -2.6889  -0.3660  -0.0746
C  -1.3228  -0.0835  -0.1899
C  -0.1988  0.1717  -0.3090
C  1.1557  0.6815  -0.2654
C  2.2253  -0.1669  0.3693
F  2.0079  -1.3925  -0.3433
H  -4.9829  -0.4721  0.3633
H  1.6603  0.8534  -1.2547
H  0.8938  1.7217  0.0631
H  1.9004  -0.3020  1.4406
H  3.2708  -0.0608  0.2490